[1]
{
  "formula": "C6H12N2P",
  "method": "ωB97M-V with the def2-TZVPD basis set",
  "symbols": ["C", "C", "C", "C", "C", "C", "N", "N", "P", "H", "H", "H", "H", "H", "H", "H", "H", "H", "H", "H", "H"],
  "coordinates": [[-0.383, 1.309, -0.099], [0.392, -0.844, -0.344], [-1.517, 2.238, 0.253], [0.403, -2.344, -0.360], [-2.034, -0.544, -0.345], [2.948, 0.273, 0.729], [0.841, 1.595, -0.356], [-0.671, -0.072, -0.139], [1.768, 0.297, -0.688], [-1.192, 3.132, 0.704], [-2.112, 1.622, 0.957], [-2.084, 2.425, -0.740], [-0.005, -2.687, -1.431], [-0.209, -2.846, 0.424], [1.347, -2.694, -0.092], [-2.763, -0.364, 0.498], [-1.963, -1.564, -0.486], [-2.420, -0.094, -1.206], [3.718, -0.458, 0.562], [2.567, 0.335, 1.722], [3.369, 1.285, 0.436]],
  "charge": 1,
  "energy_ev": -18678.3107,
  "e_above_lowest_kj_mol": 56.05,
  "homo_lumo_gap_ev": 8.81,
  "spin_multiplicity": 1
}



[2]
{
  "formula": "C4H9NO2S",
  "method": "ωB97M-V with the def2-TZVPD basis set",
  "symbols": ["C", "N", "C", "O", "O", "C", "C", "S", "H", "H", "H", "H", "H", "H", "H", "H", "H"],
  "coordinates": [[0.027, -0.161, 0.923], [0.955, -0.890, 0.114], [2.469, -0.496, 0.133], [3.229, -0.753, -0.881], [2.282, 1.115, 0.304], [-0.649, 1.077, 0.326], [-1.602, 0.454, -0.647], [-3.216, -0.359, -0.175], [-0.843, -0.809, 1.068], [0.604, -0.033, 1.762], [0.502, -0.718, -0.815], [2.827, -0.762, 1.123], [0.143, 1.683, -0.162], [-1.204, 1.647, 1.107], [3.124, 1.463, 0.560], [-1.843, 1.093, -1.510], [-4.106, 0.258, -0.914]],
  "energy_ev": -20707.0565,
  "e_above_lowest_kj_mol": 769.60,
  "homo_lumo_gap_ev": 3.84,
  "spin_multiplicity": 1
}



[3]
{
  "formula": "C22H23Cl3GeN6O2PtS",
  "method": "ωB97M-V with the def2-TZVPD basis set",
  "symbols": ["Pt", "C", "C", "N", "N", "C", "S", "N", "N", "H", "H", "H", "H", "H", "H", "C", "C", "N", "O", "C", "C", "N", "O", "H", "H", "H", "H", "H", "H", "H", "Cl", "Ge", "Cl", "Cl", "C", "C", "C", "C", "C", "C", "C", "C", "C", "C", "C", "C", "C", "C", "C", "H", "H", "H", "H", "H", "H", "H", "H", "H", "H"],
  "coordinates": [[-0.117, 0.510, -0.020], [4.598, -0.811, 2.731], [3.422, 0.043, 3.005], [3.282, 0.871, 3.992], [2.058, 1.440, 3.797], [1.438, 0.995, 2.712], [-0.110, 1.454, 2.152], [2.295, 0.080, 2.202], [2.085, -0.557, 0.989], [5.321, -0.674, 3.529], [5.064, -0.530, 1.785], [4.315, -1.863, 2.682], [1.714, 2.130, 4.447], [1.805, -1.526, 1.110], [2.904, -0.477, 0.393], [-2.747, 0.283, -4.057], [-2.075, 0.633, -2.770], [-0.783, 0.533, -2.604], [-0.140, 0.095, -3.689], [-2.805, 1.079, -1.622], [-4.279, 1.241, -1.639], [-2.110, 1.353, -0.482], [-2.728, 1.843, 0.471], [-2.121, 0.573, -4.898], [-3.713, 0.768, -4.146], [-2.884, -0.801, -4.112], [0.802, 0.066, -3.433], [-4.742, 0.418, -2.181], [-4.545, 2.169, -2.153], [-4.673, 1.293, -0.629], [3.277, 2.527, 0.246], [1.683, 1.899, -1.093], [2.745, 0.502, -2.430], [1.175, 3.585, -2.312], [-0.577, -1.409, -0.472], [-1.257, -2.350, -0.855], [-2.013, -3.412, -1.369], [-2.641, -4.364, -0.475], [-2.789, -4.069, 0.891], [-3.372, -4.978, 1.753], [-3.812, -6.209, 1.280], [-3.656, -6.525, -0.063], [-3.079, -5.618, -0.933], [-2.180, -3.440, -2.828], [-3.410, -3.765, -3.413], [-3.572, -3.720, -4.789], [-2.510, -3.360, -5.609], [-1.285, -3.033, -5.040], [-1.125, -3.063, -3.665], [-2.448, -3.110, 1.261], [-3.488, -4.728, 2.799], [-4.266, -6.921, 1.957], [-3.978, -7.489, -0.434], [-2.938, -5.888, -1.970], [-4.247, -4.035, -2.782], [-4.531, -3.968, -5.222], [-2.636, -3.336, -6.683], [-0.452, -2.755, -5.672], [-0.172, -2.801, -3.222]],
  "charge": 1,
  "energy_ev": -144377.5245,
  "e_above_lowest_kj_mol": 0.00,
  "homo_lumo_gap_ev": [5.47, 5.92],
  "spin_multiplicity": 6
}



[4]
{
  "formula": "C3H6N2O",
  "method": "ωB97M-V with the def2-TZVPD basis set",
  "symbols": ["C", "C", "C", "O", "N", "N", "H", "H", "H", "H", "H", "H"],
  "coordinates": [[0.527, -0.275, 2.299], [0.128, 0.605, 1.111], [-0.424, -0.255, -0.014], [-1.132, -1.245, 0.069], [-0.372, 0.295, -1.315], [0.951, 0.872, -1.674], [0.305, -1.535, 2.409], [0.872, 0.331, 3.201], [0.446, 1.810, 0.987], [-0.475, -0.680, -2.027], [1.690, -0.098, -1.902], [0.774, 1.509, -2.670]],
  "energy_ev": -8230.4758,
  "e_above_lowest_kj_mol": 600.42,
  "homo_lumo_gap_ev": 9.72,
  "spin_multiplicity": 1,
  "smiles": "C=CC(=O)NN"
}



[5]
{
  "formula": "C18H18N2O5",
  "method": "ωB97M-V with the def2-TZVPD basis set",
  "symbols": ["C", "O", "C", "C", "C", "C", "N", "C", "O", "C", "C", "O", "C", "C", "C", "C", "C", "C", "N", "C", "O", "C", "O", "C", "C", "H", "H", "H", "H", "H", "H", "H", "H", "H", "H", "H", "H", "H", "H", "H", "H", "H", "H"],
  "coordinates": [[6.880, 0.816, -1.370], [6.048, -0.225, -0.920], [4.788, 0.093, -0.501], [4.246, 1.368, -0.483], [2.948, 1.560, -0.033], [2.176, 0.498, 0.402], [0.863, 0.624, 0.871], [0.114, 1.743, 0.968], [0.466, 2.861, 0.649], [-1.283, 1.477, 1.531], [-2.193, 0.779, 0.514], [-3.501, 1.311, 0.670], [-4.490, 0.659, -0.003], [-5.647, 1.340, -0.350], [-6.666, 0.676, -1.012], [-6.536, -0.665, -1.335], [-5.392, -1.357, -0.976], [-4.372, -0.700, -0.306], [-3.231, -1.374, 0.142], [-2.158, -0.745, 0.665], [-1.233, -1.345, 1.174], [2.728, -0.801, 0.386], [1.907, -1.796, 0.832], [2.390, -3.116, 0.841], [4.020, -0.989, -0.063], [7.821, 0.342, -1.649], [6.457, 1.320, -2.245], [7.065, 1.552, -0.582], [4.811, 2.224, -0.812], [2.527, 2.551, -0.018], [0.433, -0.261, 1.137], [-1.214, 0.876, 2.439], [-1.737, 2.439, 1.769], [-1.844, 1.001, -0.513], [-5.731, 2.382, -0.090], [-7.562, 1.211, -1.282], [-7.329, -1.178, -1.856], [-5.288, -2.407, -1.203], [-3.237, -2.386, 0.146], [1.570, -3.720, 1.225], [2.652, -3.455, -0.166], [3.259, -3.222, 1.497], [4.477, -1.964, -0.090]],
  "energy_ev": -32176.2764,
  "e_above_lowest_kj_mol": 101.47,
  "homo_lumo_gap_ev": 8.23,
  "spin_multiplicity": 1,
  "smiles": "COc1ccc(NC(=O)C[C@@H]2Oc3ccccc3NC2=O)c(OC)c1"
}



[6]
{
  "formula": "C8H8N2O2S",
  "method": "ωB97M-V with the def2-TZVPD basis set",
  "symbols": ["C", "C", "C", "C", "C", "C", "C", "C", "N", "N", "O", "O", "S", "H", "H", "H", "H", "H", "H", "H", "H"],
  "coordinates": [[-3.205, -0.667, 0.062], [-3.015, 0.662, 0.435], [-0.944, -1.054, 0.021], [-0.799, 0.298, 0.315], [0.227, -1.950, -0.170], [1.377, -1.597, 0.703], [1.556, 1.159, 0.043], [1.415, 1.970, -1.194], [-2.189, -1.487, -0.112], [-1.769, 1.103, 0.534], [0.251, -2.831, -0.999], [3.573, -0.159, 0.940], [2.555, -0.326, -0.098], [-4.190, -1.087, -0.080], [-3.821, 1.345, 0.653], [1.084, -1.152, 1.651], [2.030, -2.457, 0.851], [1.691, 1.677, 0.982], [0.746, 2.814, -1.030], [1.038, 1.365, -2.016], [2.389, 2.373, -1.493]],
  "energy_ev": -26331.3747,
  "e_above_lowest_kj_mol": 408.70,
  "homo_lumo_gap_ev": [7.90, 7.82],
  "spin_multiplicity": 1
}



[7]
{
  "formula": "C68H60INO23Si2",
  "method": "ωB97M-V with the def2-TZVPD basis set",
  "symbols": ["C", "C", "O", "C", "O", "C", "C", "C", "Si", "I", "O", "Si", "C", "C", "N", "H", "H", "H", "H", "H", "H", "H", "H", "H", "H", "H", "H", "H", "H", "H", "H", "H", "H", "H", "H", "C", "C", "C", "O", "C", "C", "C", "O", "H", "H", "H", "H", "C", "C", "C", "O", "C", "C", "C", "O", "H", "H", "H", "H", "C", "C", "C", "O", "C", "C", "C", "O", "H", "H", "H", "H", "C", "C", "C", "O", "C", "C", "C", "O", "H", "H", "H", "H", "C", "C", "C", "O", "C", "C", "C", "O", "H", "H", "H", "H", "C", "C", "C", "O", "C", "C", "C", "O", "H", "H", "H", "H", "C", "C", "C", "O", "C", "C", "C", "O", "H", "H", "H", "H", "C", "C", "C", "O", "C", "C", "C", "O", "H", "H", "H", "H", "C", "C", "C", "O", "C", "C", "C", "O", "H", "H", "H", "H", "C", "C", "C", "O", "C", "C", "C", "O", "H", "H", "H", "H"],
  "coordinates": [[3.907, -2.274, 3.465], [3.420, -1.403, 2.327], [1.967, -1.493, 2.357], [1.368, -1.570, 1.141], [1.548, -0.720, 0.246], [0.436, -2.743, 0.881], [-1.031, -2.314, 0.684], [-1.983, -2.544, 1.872], [-1.382, -2.146, 3.602], [-2.213, -3.982, 5.061], [-1.998, -0.737, 4.217], [-0.996, 0.618, 4.318], [-1.049, 1.425, 2.633], [-0.521, 2.876, 2.578], [0.778, 2.891, 1.888], [3.476, -3.262, 3.335], [3.517, -1.862, 4.392], [4.991, -2.337, 3.487], [3.748, -1.787, 1.362], [3.709, -0.358, 2.413], [0.789, -3.132, -0.074], [0.556, -3.552, 1.601], [-1.043, -1.289, 0.317], [-1.421, -2.923, -0.133], [-2.367, -3.563, 1.890], [-2.857, -1.907, 1.720], [0.074, -2.149, 3.780], [-1.501, 1.513, 5.378], [0.375, 0.187, 4.659], [-2.099, 1.432, 2.331], [-0.511, 0.794, 1.923], [-0.400, 3.279, 3.590], [-1.223, 3.478, 2.010], [1.504, 2.502, 2.471], [0.989, 3.844, 1.624], [3.800, 6.708, 4.009], [2.529, 6.553, 3.647], [2.155, 6.376, 2.223], [0.996, 6.229, 1.893], [3.246, 6.377, 1.216], [4.517, 6.531, 1.581], [4.894, 6.709, 3.006], [6.052, 6.847, 3.338], [4.095, 6.840, 5.042], [1.720, 6.549, 4.363], [2.947, 6.238, 0.183], [5.330, 6.531, 0.866], [-0.410, 4.798, -3.147], [-1.128, 3.755, -3.566], [-0.883, 2.389, -3.039], [-1.546, 1.428, -3.381], [0.194, 2.221, -2.047], [0.914, 3.252, -1.627], [0.668, 4.618, -2.133], [1.325, 5.553, -1.720], [-0.582, 5.809, -3.513], [-1.925, 3.856, -4.293], [0.358, 1.217, -1.675], [1.697, 3.139, -0.892], [2.939, 5.238, 9.314], [2.763, 6.185, 8.397], [1.740, 6.044, 7.333], [1.582, 6.907, 6.494], [0.919, 4.809, 7.328], [1.094, 3.861, 8.244], [2.117, 4.000, 9.311], [2.276, 3.139, 10.147], [3.679, 5.319, 10.099], [3.350, 7.095, 8.382], [0.178, 4.728, 6.543], [0.506, 2.951, 8.259], [-7.911, -3.980, 0.627], [-7.017, -3.037, 0.346], [-5.895, -2.737, 1.271], [-5.087, -1.871, 1.013], [-5.806, -3.535, 2.522], [-6.702, -4.478, 2.802], [-7.824, -4.776, 1.877], [-8.638, -5.638, 2.131], [-8.736, -4.214, -0.033], [-7.062, -2.445, -0.560], [-4.980, -3.312, 3.188], [-6.656, -5.070, 3.707], [-4.391, -2.465, -7.023], [-4.187, -1.394, -7.787], [-3.635, -0.133, -7.221], [-3.449, 0.839, -7.917], [-3.318, -0.122, -5.771], [-3.527, -1.192, -5.010], [-4.078, -2.443, -5.573], [-4.265, -3.415, -4.867], [-4.792, -3.391, -7.416], [-4.410, -1.387, -8.847], [-2.917, 0.796, -5.361], [-3.304, -1.197, -3.951], [5.861, 1.883, -4.818], [5.222, 2.244, -3.709], [3.948, 1.595, -3.309], [3.363, 1.925, -2.300], [3.415, 0.529, -4.193], [4.054, 0.168, -5.303], [5.329, 0.816, -5.703], [5.913, 0.487, -6.711], [6.791, 2.343, -5.128], [5.593, 3.019, -3.050], [2.485, 0.070, -3.882], [3.682, -0.607, -5.962], [0.020, 9.280, -5.501], [1.041, 9.897, -6.088], [2.435, 9.700, -5.614], [3.365, 10.264, -6.147], [2.643, 8.788, -4.462], [1.622, 8.169, -3.874], [0.232, 8.368, -4.351], [-0.701, 7.803, -3.816], [-1.004, 9.409, -5.829], [0.910, 10.566, -6.929], [3.666, 8.658, -4.133], [1.748, 7.499, -3.032], [1.946, -5.591, 6.080], [1.440, -6.782, 6.386], [2.305, -7.985, 6.485], [1.846, -9.071, 6.761], [3.757, -7.806, 6.230], [4.264, -6.615, 5.923], [3.398, -5.414, 5.826], [3.856, -4.326, 5.547], [1.332, -4.702, 6.002], [0.384, -6.933, 6.575], [4.370, -8.695, 6.307], [5.319, -6.463, 5.733], [-4.759, -6.775, -0.222], [-5.329, -7.567, -1.125], [-5.252, -7.258, -2.577], [-5.777, -7.980, -3.398], [-4.513, -6.037, -2.980], [-3.945, -5.247, -2.074], [-4.022, -5.551, -0.629], [-3.502, -4.829, 0.201], [-4.802, -6.979, 0.841], [-5.871, -8.463, -0.852], [-4.467, -5.827, -4.039], [-3.405, -4.352, -2.352], [-0.164, -4.052, -6.685], [-1.149, -4.460, -5.887], [-0.918, -5.492, -4.848], [-1.815, -5.859, -4.121], [0.451, -6.053, -4.730], [1.435, -5.646, -5.527], [1.206, -4.612, -6.567], [2.102, -4.237, -7.290], [-0.310, -3.300, -7.450], [-2.152, -4.063, -5.959], [0.596, -6.804, -3.964], [2.440, -6.042, -5.458]],
  "energy_ev": -143919.5676,
  "homo_lumo_gap_ev": 7.40,
  "spin_multiplicity": 1
}



[8]
{
  "formula": "C15H25F2N4O7",
  "method": "ωB97M-V with the def2-TZVPD basis set",
  "symbols": ["C", "C", "C", "N", "C", "O", "C", "N", "C", "C", "N", "C", "C", "N", "H", "H", "H", "H", "H", "H", "H", "H", "H", "H", "H", "H", "H", "H", "H", "H", "H", "H", "H", "C", "C", "O", "C", "O", "O", "F", "H", "H", "H", "C", "C", "O", "C", "O", "O", "F", "H", "H", "H"],
  "coordinates": [[-1.662, 0.934, -4.354], [-0.757, 2.209, -3.775], [-0.315, 1.875, -2.194], [-1.655, 1.535, -1.506], [-1.450, 1.144, -0.208], [-1.187, 0.478, 0.951], [0.246, 3.275, -1.589], [1.571, 3.230, -0.878], [1.858, 1.899, -0.220], [3.399, 1.883, 0.430], [3.357, 2.375, 1.884], [2.942, 1.251, 2.827], [1.865, 0.778, -1.412], [0.641, 0.724, -2.278], [-2.763, 0.993, -3.907], [-1.800, 0.978, -5.533], [-1.229, -0.100, -4.021], [-1.486, 3.144, -3.760], [0.204, 2.403, -4.457], [-0.552, 3.732, -0.854], [0.356, 4.062, -2.474], [2.376, 3.539, -1.467], [1.144, 1.649, 0.683], [3.824, 0.769, 0.493], [4.137, 2.569, -0.170], [2.562, 3.074, 1.949], [2.111, 0.545, 2.347], [2.424, 1.733, 3.783], [3.846, 0.596, 3.197], [2.780, 1.058, -2.127], [2.126, -0.305, -1.001], [0.145, -0.194, -2.069], [0.967, 0.626, -3.286], [-0.647, -2.867, -0.785], [-0.782, -4.202, -0.137], [0.142, -5.004, -0.837], [1.118, -4.145, -1.245], [2.218, -4.496, -1.639], [0.718, -2.840, -1.151], [-2.020, -4.710, -0.331], [-1.266, -2.768, -1.684], [-0.886, -2.047, -0.103], [-0.540, -4.209, 0.931], [-3.711, -1.627, 4.561], [-2.283, -1.354, 4.889], [-1.575, -2.141, 3.957], [-2.390, -2.220, 2.868], [-2.021, -2.580, 1.762], [-3.670, -1.839, 3.164], [-1.982, -1.792, 6.132], [-4.094, -2.528, 5.053], [-4.364, -0.786, 4.811], [-1.991, -0.304, 4.782]],
  "charge": 1,
  "energy_ev": -41675.5064,
  "homo_lumo_gap_ev": 8.02,
  "spin_multiplicity": 1
}



[9]
{
  "formula": "C2H2Cl4N6",
  "method": "ωB97M-V with the def2-TZVPD basis set",
  "symbols": ["C", "C", "N", "N", "N", "N", "N", "N", "Cl", "Cl", "Cl", "Cl", "H", "H"],
  "coordinates": [[2.837, -0.730, 0.720], [-2.627, -0.181, -0.342], [2.833, 0.514, 0.940], [1.693, -1.450, 0.561], [-1.691, -0.675, 0.489], [0.586, -0.897, 0.622], [-0.494, -0.779, 0.210], [-2.128, 1.730, -0.540], [4.236, -1.743, 0.540], [-2.690, -0.788, -1.985], [4.281, 1.368, 1.086], [-0.517, 1.731, -1.082], [-3.597, -0.074, 0.117], [-2.720, 1.974, -1.336]],
  "energy_ev": -61128.2102,
  "e_above_lowest_kj_mol": 0.00,
  "homo_lumo_gap_ev": [7.69, 7.69],
  "spin_multiplicity": 1
}



[10]
{
  "formula": "C2H4NO2",
  "method": "ωB97M-V with the def2-TZVPD basis set",
  "symbols": ["C", "C", "N", "O", "O", "H", "H", "H", "H"],
  "coordinates": [[-1.080, 0.250, -0.075], [0.286, -0.326, -0.086], [-3.475, 0.462, 0.099], [-4.363, -0.174, -0.114], [-2.052, -0.527, 0.125], [-1.097, 1.416, 0.014], [0.918, 0.394, -0.598], [0.423, -1.388, -0.506], [0.415, -0.347, 0.968]],
  "charge": 1,
  "energy_ev": -7712.6829,
  "e_above_lowest_kj_mol": 315.83,
  "homo_lumo_gap_ev": 10.09,
  "spin_multiplicity": 1
}



Molecular weight, record by record: 143.15; 135.19; 809.58; 86.09; 342.35; 196.23; 1442.29; 411.38; 251.89; 74.06 g mol⁻¹